One molecule with the formula C2H10O2Si2 at a distorted geometry. Source: the OMol25 dataset; level of theory: ωB97M-V/def2-TZVPD.

Structure (XYZ):
```
16
C2H10O2Si2 ωB97M-V/def2-TZVPD
C -1.72 -1.60 -1.31
C 1.70 1.75 0.35
O 0.47 -2.29 -0.33
O -1.40 1.96 0.22
Si -0.04 -0.83 -0.88
Si 0.23 0.75 0.72
H -2.49 -1.46 -0.54
H -2.28 -1.27 -2.20
H -1.52 -2.61 -1.56
H 1.92 1.44 -0.61
H 1.64 2.82 0.46
H 2.49 1.38 0.94
H 1.29 -2.30 0.18
H -1.92 2.39 0.82
H 0.80 -0.82 -2.13
H 0.11 0.58 2.24
```

Properties
**2S+1**: 1
**SMILES**: C[Si@H](O)[Si@@H](C)O
**Relative energy (zero: lowest compared OMol25 entry of this formula, charge and spin)**: 389.4 kJ/mol
**Electronic energy**: -22086.332 eV

***

One molecule with the formula C16H24N2O4S at a distorted geometry. Source: the OMol25 dataset; level of theory: ωB97M-V/def2-TZVPD.

Structure (XYZ):
```
47
C16H24N2O4S ωB97M-V/def2-TZVPD
C -2.48 -6.50 2.51
H -3.25 -6.65 1.75
O -2.64 -5.26 3.16
C -2.56 -4.12 2.44
C -2.33 -4.07 1.06
C -2.27 -2.84 0.42
C -2.44 -1.68 1.14
C -2.68 -1.71 2.50
C -2.74 -2.93 3.15
H -2.93 -2.99 4.21
H -2.83 -0.78 3.03
S -2.34 -0.12 0.28
O -2.66 0.95 1.19
O -3.07 -0.19 -0.95
N -0.70 -0.13 -0.13
C -0.37 0.63 -1.32
H -1.15 0.45 -2.05
C -0.26 2.13 -1.00
N 0.69 2.34 0.06
C 1.91 2.94 -0.01
O 2.66 2.93 0.94
C 2.27 3.65 -1.30
H 3.05 4.37 -1.05
H 1.41 4.19 -1.70
C 2.83 2.68 -2.36
C 4.15 2.08 -1.88
H 4.03 1.61 -0.90
H 4.50 1.32 -2.58
H 4.91 2.85 -1.79
C 3.03 3.41 -3.68
H 3.44 2.74 -4.43
H 2.08 3.80 -4.06
H 3.72 4.24 -3.56
H 2.11 1.87 -2.52
C 0.31 1.63 1.27
H 1.08 1.82 2.02
C 0.19 0.14 0.98
H -0.21 -0.39 1.85
H 1.17 -0.28 0.73
H -0.65 2.01 1.62
H 0.01 2.68 -1.90
H -1.25 2.48 -0.66
H 0.59 0.26 -1.70
H -2.09 -2.77 -0.64
H -2.19 -4.97 0.49
H -2.59 -7.25 3.29
H -1.49 -6.59 2.06
```

Properties
**2S+1**: 1
**SMILES**: COc1ccc(S(=O)(=O)N2CCN(C(=O)CC(C)C)CC2)cc1
**Relative energy (zero: lowest compared OMol25 entry of this formula, charge and spin)**: 78.2 kJ/mol
**Electronic energy**: -38986.821 eV

***

C13H9NO4Ti as an isolated structure at a distorted geometry. Source: the OMol25 dataset; level of theory: ωB97M-V/def2-TZVPD.

Structure (XYZ):
```
28
C13H9NO4Ti ωB97M-V/def2-TZVPD
Ti 0.18 1.02 -1.92
C 0.76 2.85 -0.80
O 1.25 3.46 0.09
C 0.01 3.18 -2.03
O -0.27 4.24 -2.54
C -1.97 0.97 -2.07
O -3.07 0.80 -2.37
C 2.32 0.71 -1.87
O 3.43 0.48 -2.09
C 0.27 -0.09 -3.76
H 1.19 -0.69 -3.83
H -0.65 -0.70 -3.87
C 0.27 1.31 -4.05
H -0.61 1.85 -4.42
H 1.20 1.86 -4.24
N -0.01 -0.09 -0.22
C -0.14 -0.47 0.89
C -0.25 -1.10 2.13
C -1.14 -0.64 3.13
C -1.26 -1.32 4.33
C -0.50 -2.46 4.57
C 0.42 -2.89 3.61
C 0.55 -2.23 2.39
H -1.70 0.27 2.94
H -1.97 -0.97 5.08
H -0.62 -3.02 5.49
H 1.02 -3.79 3.78
H 1.29 -2.54 1.66
```

Properties
**2S+1**: 2
**Charge**: +3
**Electronic energy**: -46384.296 eV

***

One molecule with the formula CH6NOPS at a distorted geometry. Source: the OMol25 dataset; level of theory: ωB97M-V/def2-TZVPD.

Structure (XYZ):
```
11
CH6NOPS ωB97M-V/def2-TZVPD
C 0.03 -1.40 0.50
N 0.24 1.82 0.87
O -0.10 0.59 -1.33
P 0.86 0.05 -0.18
S 2.67 -0.31 -0.69
H -0.99 -1.31 0.63
H 0.19 -2.25 -0.23
H 0.54 -1.76 1.46
H 0.91 2.31 1.47
H -0.16 1.16 1.59
H -0.18 1.49 -0.94
```

Properties
**2S+1**: 1
**SMILES**: C[P@](N)(O)=S
**Relative energy (zero: lowest compared OMol25 entry of this formula, charge and spin)**: 140.8 kJ/mol
**Electronic energy**: -24796.085 eV

***

A 10-piece molecular cluster, C16H56N4O10 overall at a distorted geometry. Source: the OMol25 dataset; level of theory: ωB97M-V/def2-TZVPD.

Structure (XYZ):
```
86
C16H56N4O10 ωB97M-V/def2-TZVPD
C -4.46 -3.22 1.17
C -4.09 -1.88 0.59
C -4.28 -0.73 1.56
O -3.61 -1.02 2.77
C -4.06 -0.22 3.81
N -2.72 -1.95 0.03
H -5.34 -3.23 1.81
H -3.64 -3.60 1.78
H -4.66 -3.95 0.38
H -4.77 -1.65 -0.25
H -5.35 -0.56 1.74
H -3.82 0.16 1.10
H -3.44 -0.46 4.66
H -5.11 -0.45 4.04
H -4.04 0.86 3.60
H -2.51 -1.02 -0.35
H -2.04 -2.07 0.80
C -6.12 0.58 -1.97
C -5.73 2.06 -1.88
C -4.25 2.25 -1.99
O -3.66 1.56 -0.92
C -2.31 1.65 -0.98
N -6.46 2.90 -2.91
H -7.18 0.39 -1.85
H -5.56 0.00 -1.23
H -5.83 0.17 -2.95
H -6.06 2.40 -0.88
H -4.03 3.33 -1.96
H -3.89 1.82 -2.94
H -1.95 0.90 -0.28
H -1.92 2.63 -0.70
H -1.94 1.34 -1.96
H -6.96 3.63 -2.42
H -7.15 2.34 -3.38
C 3.94 -0.55 1.41
C 3.46 -2.01 1.19
C 4.52 -2.86 0.50
O 4.90 -2.26 -0.73
C 6.15 -2.75 -1.25
N 3.11 -2.71 2.49
H 3.42 -0.05 2.22
H 3.78 0.09 0.53
H 5.03 -0.58 1.57
H 2.54 -2.02 0.58
H 4.20 -3.90 0.39
H 5.40 -2.88 1.18
H 6.23 -3.84 -1.13
H 6.97 -2.31 -0.65
H 6.28 -2.45 -2.28
H 3.97 -2.87 3.01
H 2.52 -2.10 3.04
C 3.59 4.41 -1.17
C 3.28 3.18 -0.34
C 3.04 3.55 1.07
O 4.18 4.12 1.63
C 4.44 3.67 2.91
N 2.07 2.53 -0.89
H 2.77 5.14 -1.12
H 3.77 4.20 -2.23
H 4.48 4.94 -0.82
H 4.12 2.47 -0.45
H 2.66 2.68 1.65
H 2.17 4.23 1.16
H 5.02 4.44 3.42
H 5.00 2.74 2.88
H 3.50 3.57 3.46
H 1.69 1.86 -0.21
H 2.34 2.00 -1.71
O 0.56 0.93 1.21
H 0.42 0.18 0.55
H 0.84 0.49 2.02
O 2.93 -0.74 -2.22
H 3.25 -0.34 -3.04
H 3.72 -1.17 -1.81
O 0.66 -1.41 -4.23
H 0.73 -0.66 -4.84
H 1.33 -1.24 -3.53
O 0.27 -0.80 -1.00
H -0.16 -1.62 -1.35
H 1.21 -0.89 -1.25
O 0.37 -3.42 1.72
H 0.28 -3.52 0.75
H 1.32 -3.56 1.92
O -0.80 -3.40 -1.52
H -1.60 -3.13 -0.97
H -0.95 -4.32 -1.79
```

Properties
**2S+1**: 1
**SMILES**: COC[C@H](C)N.COC[C@H](C)N.COC[C@H](C)N.COC[C@H](C)N.O.O.O.O.O.O
**Relative energy (zero: lowest compared OMol25 entry of this formula, charge and spin)**: 19.5 kJ/mol
**Electronic energy**: -43934.468 eV

***

An isolated ion of composition C7H10N and charge +1 at a distorted geometry. Source: the OMol25 dataset; level of theory: ωB97M-V/def2-TZVPD.

Structure (XYZ):
```
18
C7H10N ωB97M-V/def2-TZVPD
C 1.98 -0.12 0.16
C 2.90 -1.00 0.10
C 1.71 1.31 0.40
C -0.09 0.07 -1.41
C -0.60 -0.30 -0.06
C -1.69 0.68 0.45
C -0.61 -1.70 0.41
N 0.68 0.30 -0.19
H 1.38 1.76 1.40
H 1.93 2.14 -0.35
H 0.29 -0.72 -2.10
H -0.44 0.97 -1.92
H -2.45 0.21 1.03
H -2.19 1.00 -0.48
H -1.14 1.42 0.96
H 0.27 -2.39 0.03
H -1.59 -2.08 0.11
H -0.33 -1.55 1.46
```

Properties
**2S+1**: 1
**Charge**: +1
**Relative energy (zero: lowest compared OMol25 entry of this formula, charge and spin)**: 673.0 kJ/mol
**Electronic energy**: -8896.618 eV

***

One molecule with the formula C5H6O. Source: the OMol25 dataset; level of theory: ωB97M-V/def2-TZVPD.

Structure (XYZ):
```
12
C5H6O ωB97M-V/def2-TZVPD
C -0.39 -0.89 -1.66
C 0.13 -0.23 -0.41
O 1.03 -0.78 0.47
C -0.42 0.87 0.14
C 0.12 1.02 1.45
C 0.97 0.00 1.64
H 0.29 -1.02 -2.50
H -1.21 -0.25 -2.01
H -0.84 -1.87 -1.44
H -1.19 1.48 -0.31
H -0.10 1.84 2.12
H 1.61 -0.17 2.51
```

Properties
**2S+1**: 1
**SMILES**: Cc1ccco1
**Relative energy (zero: lowest compared OMol25 entry of this formula, charge and spin)**: 45.2 kJ/mol
**Electronic energy**: -7328.816 eV

***

What did the fifth record say?
A 10-piece molecular cluster, C16H56N4O10 overall at a distorted geometry. Source: the OMol25 dataset; level of theory: ωB97M-V/def2-TZVPD.

Structure (XYZ):
```
86
C16H56N4O10 ωB97M-V/def2-TZVPD
C -4.46 -3.22 1.17
C -4.09 -1.88 0.59
C -4.28 -0.73 1.56
O -3.61 -1.02 2.77
C -4.06 -0.22 3.81
N -2.72 -1.95 0.03
H -5.34 -3.23 1.81
H -3.64 -3.60 1.78
H -4.66 -3.95 0.38
H -4.77 -1.65 -0.25
H -5.35 -0.56 1.74
H -3.82 0.16 1.10
H -3.44 -0.46 4.66
H -5.11 -0.45 4.04
H -4.04 0.86 3.60
H -2.51 -1.02 -0.35
H -2.04 -2.07 0.80
C -6.12 0.58 -1.97
C -5.73 2.06 -1.88
C -4.25 2.25 -1.99
O -3.66 1.56 -0.92
C -2.31 1.65 -0.98
N -6.46 2.90 -2.91
H -7.18 0.39 -1.85
H -5.56 0.00 -1.23
H -5.83 0.17 -2.95
H -6.06 2.40 -0.88
H -4.03 3.33 -1.96
H -3.89 1.82 -2.94
H -1.95 0.90 -0.28
H -1.92 2.63 -0.70
H -1.94 1.34 -1.96
H -6.96 3.63 -2.42
H -7.15 2.34 -3.38
C 3.94 -0.55 1.41
C 3.46 -2.01 1.19
C 4.52 -2.86 0.50
O 4.90 -2.26 -0.73
C 6.15 -2.75 -1.25
N 3.11 -2.71 2.49
H 3.42 -0.05 2.22
H 3.78 0.09 0.53
H 5.03 -0.58 1.57
H 2.54 -2.02 0.58
H 4.20 -3.90 0.39
H 5.40 -2.88 1.18
H 6.23 -3.84 -1.13
H 6.97 -2.31 -0.65
H 6.28 -2.45 -2.28
H 3.97 -2.87 3.01
H 2.52 -2.10 3.04
C 3.59 4.41 -1.17
C 3.28 3.18 -0.34
C 3.04 3.55 1.07
O 4.18 4.12 1.63
C 4.44 3.67 2.91
N 2.07 2.53 -0.89
H 2.77 5.14 -1.12
H 3.77 4.20 -2.23
H 4.48 4.94 -0.82
H 4.12 2.47 -0.45
H 2.66 2.68 1.65
H 2.17 4.23 1.16
H 5.02 4.44 3.42
H 5.00 2.74 2.88
H 3.50 3.57 3.46
H 1.69 1.86 -0.21
H 2.34 2.00 -1.71
O 0.56 0.93 1.21
H 0.42 0.18 0.55
H 0.84 0.49 2.02
O 2.93 -0.74 -2.22
H 3.25 -0.34 -3.04
H 3.72 -1.17 -1.81
O 0.66 -1.41 -4.23
H 0.73 -0.66 -4.84
H 1.33 -1.24 -3.53
O 0.27 -0.80 -1.00
H -0.16 -1.62 -1.35
H 1.21 -0.89 -1.25
O 0.37 -3.42 1.72
H 0.28 -3.52 0.75
H 1.32 -3.56 1.92
O -0.80 -3.40 -1.52
H -1.60 -3.13 -0.97
H -0.95 -4.32 -1.79
```

Properties
**2S+1**: 1
**SMILES**: COC[C@H](C)N.COC[C@H](C)N.COC[C@H](C)N.COC[C@H](C)N.O.O.O.O.O.O
**Relative energy (zero: lowest compared OMol25 entry of this formula, charge and spin)**: 19.5 kJ/mol
**Electronic energy**: -43934.468 eV